[1]
ORCA calculation (ωB97M-V/def2-TZVPD) on a cluster of 2 separate species, C23H27N4 in total.

Cartesian coordinates (Å):
C -1.86135 -1.86893 -2.64987
C -2.28822 -1.56309 -1.27795
N -3.26266 -2.26867 -0.66103
C -3.52955 -1.75250 0.60912
C -2.66714 -0.64815 0.81263
C -2.67152 -0.01948 2.05400
C -3.53247 -0.49563 3.05622
C -4.33313 -1.63673 2.84526
C -4.33842 -2.27776 1.60126
C -1.86026 -0.51167 -0.41815
C -0.80298 0.36307 -0.67528
C -0.64071 1.63784 -0.02950
C -1.77015 2.40495 0.36969
C -1.60980 3.58617 1.08508
C -0.32816 4.03219 1.44369
C -0.16003 5.22094 2.33050
C 0.79483 3.34172 0.96069
C 0.64600 2.18441 0.20794
H -1.23034 -1.05760 -3.02032
H -1.29584 -2.81172 -2.71083
H -2.74173 -1.95583 -3.30403
H -3.76152 -3.04597 -1.08451
H -2.03187 0.84781 2.21961
H -3.57157 0.02195 4.01930
H -4.93885 -2.02547 3.66268
H -4.92024 -3.17661 1.38762
H -0.17062 0.15877 -1.54350
H -2.76679 2.04457 0.10513
H -2.49060 4.16444 1.37787
H 0.89746 5.47490 2.42215
H -0.70030 6.09057 1.94796
H -0.55015 5.01760 3.33248
H 1.79613 3.72881 1.16792
H 1.50563 1.63381 -0.17994
C 2.62135 -2.33998 0.72295
C 1.26222 -2.05944 0.09954
N 1.24568 -0.85764 -0.69648
C 2.32773 -0.63609 -1.39904
N 3.48916 -1.31752 -1.25869
C 3.71598 -2.36839 -0.30521
C 4.51845 -0.83906 -2.13295
C 3.86571 0.31804 -2.86767
N 2.51978 0.32037 -2.36419
H 2.84037 -1.55112 1.44469
H 2.60833 -3.28021 1.27246
H 0.96477 -2.94280 -0.50882
H 0.49834 -1.94548 0.88304
H 4.70130 -2.20245 0.13745
H 3.73295 -3.32885 -0.83469
H 5.38894 -0.52257 -1.54719
H 4.84443 -1.62646 -2.82237
H 4.37525 1.25593 -2.63188
H 3.88616 0.17788 -3.94813
H 1.78002 0.90712 -2.70672

Atomic forces in eV per Å
0.183 -0.074 -0.602
-0.509 -0.171 0.872
0.519 0.438 -0.657
0.746 0.439 0.554
-0.312 -0.525 -0.248
-0.367 0.062 0.426
0.200 -0.134 -0.359
0.162 0.203 -0.338
-0.110 -0.017 0.208
0.060 -0.088 0.507
-0.902 -0.171 -1.726
0.348 1.179 0.931
0.384 -0.324 -0.007
0.111 -0.264 -0.247
-0.017 -0.343 -0.257
0.125 0.262 0.109
-0.184 -0.015 -0.179
-0.439 -0.359 -0.159
-0.093 -0.238 -0.052
-0.168 0.262 0.099
0.294 0.018 0.111
0.192 0.285 0.113
-0.243 -0.355 0.168
0.071 -0.277 -0.357
0.087 0.124 -0.266
0.048 0.283 0.299
-0.985 0.317 0.268
0.288 0.160 0.146
0.309 -0.204 -0.062
-0.130 0.083 0.051
0.053 -0.067 -0.001
0.042 -0.015 -0.092
-0.350 -0.153 -0.014
-0.183 0.215 0.327
-0.133 0.110 0.797
-0.240 -0.595 0.111
1.159 0.225 -0.885
-0.461 -0.392 0.823
-0.237 0.210 -0.218
0.093 -0.230 -0.459
0.723 -0.471 -0.104
0.394 0.744 -0.493
-0.902 -0.225 0.688
-0.043 0.053 0.061
-0.031 -0.029 0.024
0.046 0.365 0.171
0.215 -0.143 -0.123
-0.042 -0.153 0.109
0.104 -0.022 0.090
-0.029 -0.013 -0.129
0.036 0.054 0.063
-0.034 -0.004 -0.116
0.022 0.019 -0.008
0.128 -0.039 0.033

- ΔE to the lowest compared entry with this formula, charge and spin: 0.0 kJ/mol
- LUMO level: -3.9 eV
- Total charge: +1

[2]
ORCA calculation (ωB97M-V/def2-TZVPD) on a structure of composition C23H27N5O3STi.

Cartesian coordinates (Å):
Ti -0.43157 1.39092 -0.60051
N -0.72047 5.32343 1.07185
C -1.92691 5.46007 0.36437
C -2.18748 4.26683 -0.21130
N -1.18672 3.35571 0.06572
C -0.25876 4.04068 0.80441
C 0.93004 3.41347 1.14022
N 1.17357 2.14599 0.69208
C 2.43592 1.82984 1.14426
C 2.96621 2.84455 1.86188
N 1.99741 3.85279 1.90966
H -0.11318 6.10104 1.25925
H -2.48332 6.38026 0.36072
H -3.03401 3.99270 -0.81839
H 2.89552 0.88209 0.91358
H 3.91512 2.94035 2.35832
H 2.20121 4.81472 2.10821
C -3.06799 -0.73894 2.31705
C -2.52356 0.42591 1.53125
N -2.43397 1.60817 2.14084
O -2.17064 0.25759 0.35197
H -3.98850 -0.46119 2.83411
H -2.34540 -1.05750 3.07078
H -3.26263 -1.56803 1.64284
H -2.73256 1.72264 3.09219
H -2.05492 2.39574 1.61104
C 1.09469 2.87482 -3.99430
O -0.01140 2.96389 -3.13573
C -0.32912 1.74735 -2.48025
C -0.72960 0.64688 -3.44609
H 1.96874 2.46553 -3.46855
H 1.32973 3.88136 -4.34568
H 0.90605 2.24450 -4.87280
H 0.09066 0.28166 -4.08345
H -1.54723 0.94776 -4.11761
H -1.08846 -0.23111 -2.89131
O 0.48011 -0.66532 -0.42156
S 0.74761 -1.58903 0.72937
C -0.59507 -2.78188 0.70119
C -1.45933 -2.78662 -0.37799
C -2.52222 -3.68004 -0.37537
C -2.70821 -4.54074 0.69766
C -1.83602 -4.51368 1.77883
C -0.77292 -3.62288 1.78836
C 2.05989 -2.65793 0.14034
C 2.35805 -2.65530 -1.21259
C 3.37340 -3.48273 -1.66772
C 4.06988 -4.28919 -0.77635
C 3.76734 -4.26591 0.57744
C 2.75889 -3.43601 1.04697
H -1.31321 -2.08474 -1.18817
H -3.20944 -3.69410 -1.21094
H -3.54095 -5.23203 0.69640
H -1.98808 -5.17884 2.61869
H -0.10095 -3.58492 2.63818
H 1.81319 -2.00014 -1.88058
H 3.62581 -3.49384 -2.71969
H 4.86259 -4.93044 -1.13913
H 4.32357 -4.88277 1.27072
H 2.52958 -3.39339 2.10529

Atomic forces in eV per Å
0.189 0.340 0.763
-0.509 0.714 0.346
0.219 -0.324 -0.039
-0.453 0.572 -0.153
0.797 -1.901 -0.893
1.718 -0.693 0.828
-1.640 1.227 -0.177
-1.540 -0.694 -1.402
0.716 -0.156 0.217
-0.306 -0.005 -0.201
0.608 0.086 0.582
0.006 -0.018 -0.153
-0.016 0.001 -0.003
-0.021 0.032 0.004
0.024 -0.012 0.012
0.015 -0.021 -0.002
0.026 -0.033 -0.095
-0.152 0.087 0.095
-0.029 0.120 0.210
-0.083 -0.252 -0.003
0.527 0.260 -0.404
0.038 -0.012 -0.012
0.031 0.041 -0.041
0.012 -0.003 -0.020
-0.010 -0.012 0.011
0.145 0.045 -0.127
0.237 -0.020 -0.150
-0.191 -0.439 0.165
-0.037 0.527 0.476
-0.069 -0.261 -0.013
-0.031 0.044 0.014
-0.040 -0.025 0.055
-0.048 0.019 0.014
-0.018 0.091 0.111
0.073 0.088 0.103
0.006 0.008 0.009
-0.184 0.538 -0.300
0.012 -0.086 0.251
0.088 0.130 -0.020
-0.069 -0.057 -0.026
0.033 0.038 -0.009
-0.005 -0.016 0.010
0.013 0.004 0.005
-0.036 -0.046 0.022
-0.100 0.108 -0.104
0.024 -0.010 0.008
0.012 -0.012 0.021
0.011 0.000 -0.050
-0.034 0.022 0.042
0.035 -0.052 0.031
0.009 -0.014 0.012
-0.004 -0.005 0.004
0.003 0.004 -0.001
-0.003 0.001 -0.007
0.009 0.025 -0.021
0.002 -0.011 0.008
-0.004 0.004 0.001
-0.004 0.002 0.006
-0.002 0.005 -0.002
0.002 0.006 -0.007

- LUMO level (spin up / spin down): 0.2 / 0.2 eV

[3]
ORCA calculation (ωB97M-V/def2-TZVPD) on a cluster of 6 separate species, C23H28BClF8IO18 in total.

Cartesian coordinates (Å):
C -0.40511 -1.96453 -4.25106
C 0.15350 -0.55125 -4.14255
C -0.83748 0.58831 -4.01035
Cl -1.31585 0.73143 -2.26235
C -2.02886 0.58888 -4.95119
O -1.66413 1.58030 -5.93922
B -2.88885 1.82353 -6.65311
I -3.33511 0.29673 -8.28140
O -3.92269 1.79139 -5.60633
C -3.35560 1.19003 -4.44995
C -4.43681 0.25641 -3.84059
C -4.23241 -1.21613 -4.06623
O -3.40676 -1.77940 -3.05879
C -5.54185 -2.03232 -4.05104
F -5.72758 -2.64653 -5.19669
F -5.52088 -2.98603 -3.13484
F -6.61091 -1.31467 -3.78762
H 0.28219 -2.53457 -4.85925
H -0.46935 -2.48176 -3.30257
H -1.36652 -2.04015 -4.73881
H 0.86519 -0.36502 -4.92864
H 0.73684 -0.53693 -3.23230
H -0.30129 1.48961 -4.22824
H -2.18076 -0.28912 -5.57110
H -2.98182 2.87818 -7.23510
H -3.22839 1.98589 -3.72412
H -4.42986 0.40485 -2.76558
H -5.37897 0.61048 -4.21035
H -3.76450 -1.44223 -5.01883
H -2.64510 -1.19715 -2.92806
C -3.34712 -0.30622 2.30817
C -2.44847 0.89117 2.51163
O -2.42517 1.47993 1.22915
C -3.61083 1.16085 0.61901
O -4.03522 1.68766 -0.34633
O -4.23597 0.15423 1.28876
F -1.18742 0.52283 2.85737
H -2.79006 -1.17031 1.94272
H -3.89553 -0.58601 3.20461
H -2.81854 1.61772 3.23750
C 2.51972 -5.45400 -1.45081
C 2.44394 -5.19992 -2.93628
O 1.82278 -3.93016 -3.00088
C 2.15307 -3.26685 -1.84980
O 2.02503 -2.10298 -1.67681
O 2.65507 -4.13081 -0.92948
F 1.66081 -6.11229 -3.56172
H 1.60159 -5.90494 -1.07158
H 3.36741 -6.07204 -1.16547
H 3.41194 -5.15470 -3.43837
C 2.53020 0.57442 1.16913
C 2.76780 0.56346 -0.31619
O 4.07739 0.02129 -0.41569
C 4.25049 -0.79232 0.66474
O 5.11723 -1.59639 0.77194
O 3.29377 -0.56296 1.59889
F 2.77109 1.81854 -0.83313
H 2.91179 1.46724 1.65354
H 1.47877 0.46098 1.42466
H 2.07044 -0.05931 -0.87836
C 1.83884 4.31204 4.97766
C 1.30184 2.91491 4.85453
O 1.95654 2.42565 3.69155
C 3.15285 3.08723 3.61431
O 4.06771 2.75574 2.93709
O 3.15628 4.17047 4.42971
F -0.03921 2.91569 4.63972
H 1.26973 5.02422 4.37809
H 1.87655 4.65986 6.00360
H 1.53170 2.26914 5.69136
C 3.70912 1.06763 9.55647
C 4.34768 1.15964 8.19139
O 3.27648 1.63785 7.39076
C 2.45918 2.36380 8.20471
O 1.62006 3.10897 7.81684
O 2.74064 2.12368 9.50523
F 4.74019 -0.04924 7.73561
H 3.19989 0.11439 9.70138
H 4.41336 1.22507 10.36881
H 5.18428 1.85692 8.12646

Atomic forces in eV per Å
0.214 -0.124 -0.387
-0.250 -0.493 0.847
0.150 -0.659 -0.118
-0.096 -0.166 0.212
0.159 2.159 -0.667
0.224 -0.624 -0.341
-0.618 2.103 1.306
-0.106 -0.941 -0.632
0.403 -0.751 -0.340
-1.469 -0.420 -0.442
1.002 0.318 0.172
0.137 -0.405 0.149
0.213 -0.136 0.300
1.369 0.219 0.616
-0.377 -0.471 -1.637
0.100 -0.984 1.045
-1.309 0.987 0.052
0.178 -0.359 -0.147
-0.140 0.060 0.320
-0.258 0.117 -0.111
-0.044 0.294 -0.636
0.427 0.130 0.159
0.041 0.634 0.123
-0.050 -0.733 0.601
0.417 -0.137 -0.249
0.632 0.135 0.239
-0.179 -0.049 0.325
-0.398 0.135 -0.300
-0.194 0.181 -0.473
-0.192 0.026 0.037
-0.244 -0.222 0.108
0.266 -0.113 -0.267
-0.354 0.012 0.271
-0.084 -0.084 -0.357
0.008 0.081 -0.007
0.294 0.134 0.211
0.013 0.038 0.000
0.152 0.089 0.002
-0.163 0.078 -0.096
0.141 -0.005 0.091
0.201 -0.147 0.260
-0.384 -0.051 -0.074
0.531 0.110 0.339
-0.105 -0.121 0.032
-0.061 -0.122 -0.014
-0.102 0.042 -0.262
0.024 0.047 -0.041
-0.074 0.004 -0.163
0.084 0.189 0.079
-0.041 -0.082 -0.092
-0.457 -0.073 0.225
-0.030 0.277 -0.164
-0.220 -0.413 0.259
-0.039 0.103 0.005
0.076 0.005 0.018
0.143 0.038 -0.268
0.090 0.028 -0.035
0.167 0.003 -0.282
0.052 -0.268 0.056
0.113 0.200 -0.058
0.136 0.414 0.161
-0.467 -0.043 -0.494
0.469 0.263 0.344
0.023 0.077 -0.040
-0.049 0.070 0.048
-0.165 -0.202 -0.027
0.024 -0.072 -0.019
-0.092 -0.160 -0.104
0.222 -0.060 0.017
-0.132 -0.104 0.043
0.050 0.033 0.336
-0.086 -0.334 -0.152
0.109 0.336 0.224
-0.143 0.007 0.091
0.050 -0.108 0.222
0.114 -0.065 -0.205
-0.033 0.043 -0.039
0.039 -0.050 -0.160
-0.102 0.203 0.027
0.054 -0.067 -0.072

- LUMO level: 1.2 eV
- Total charge: -1

| no. | F_max (eV/A) |
| --- | --- |
| 1 | 1.96 |
| 2 | 2.25 |
| 3 | 2.55 |